Entry 1:
Entry from the OMol25 dataset: a cluster of 9 separate species, C32H56N2O21 in total at a distorted geometry (ωB97M-V/def2-TZVPD).

CARTESIAN COORDINATES (ANGSTROEM)
C  4.52  -2.12  -1.31
C  0.24  -0.58  3.79
C  -2.83  0.13  2.08
O  -4.71  1.35  2.26
C  -0.10  -1.63  4.77
C  0.04  2.55  5.60
H  -5.32  0.78  -0.35
H  3.55  -5.75  -4.34
H  3.83  -0.34  -2.20
H  5.81  0.42  1.00
H  1.87  -5.53  -3.85
H  6.73  2.09  2.44
C  -0.41  1.65  -1.78
O  5.26  3.41  2.36
C  1.84  -3.07  -4.47
O  2.85  -3.79  -4.21
O  -1.21  2.12  -0.71
H  -5.93  -0.45  -5.13
H  -0.29  -1.34  5.74
C  0.07  -2.91  -1.81
H  0.46  0.80  0.40
H  -6.60  3.74  -1.77
H  0.89  4.10  3.21
O  2.16  -1.79  -4.38
H  -5.18  2.88  -1.51
H  -5.13  4.53  -2.27
C  4.94  0.13  1.59
C  3.95  3.15  2.14
H  -2.67  2.22  -2.59
C  1.18  -0.76  -4.46
H  -0.69  3.59  1.49
H  -4.15  -0.28  -0.57
H  -4.65  -3.79  0.71
C  -2.39  1.20  -2.92
O  -2.75  -3.68  0.13
H  1.31  2.36  0.27
H  2.23  0.97  -0.13
H  -0.38  -2.70  -2.76
O  1.59  -1.96  0.94
H  -4.91  -0.53  1.92
H  4.89  -1.22  -3.19
H  -0.66  5.06  3.31
C  -0.83  3.17  2.45
H  0.31  -1.97  -1.35
H  2.42  -5.16  -5.52
C  -6.63  0.29  -5.64
C  6.42  -3.51  -2.18
H  3.70  -2.70  -1.62
C  4.81  1.11  2.81
O  -2.12  -1.66  -0.99
O  -2.89  0.76  3.35
H  -2.74  0.99  -3.88
C  1.38  -1.28  1.98
O  3.15  3.97  1.69
H  0.99  -3.38  -1.85
H  1.08  -0.42  -5.46
C  1.24  1.38  -0.18
H  3.96  0.18  1.07
O  0.54  -3.54  -4.75
O  -5.72  3.05  -3.52
C  -3.89  1.63  3.28
H  -2.41  -0.89  2.05
C  -4.31  0.61  0.09
H  -2.03  0.69  1.54
C  4.72  -0.95  -2.16
N  0.34  1.62  6.22
C  2.70  -5.20  -4.43
H  0.57  -2.42  4.84
H  -3.78  -2.45  1.43
H  4.14  -1.77  -0.38
H  -6.47  0.19  -6.76
H  -4.38  -2.41  -0.07
H  5.53  -0.33  -1.81
C  -4.29  0.24  1.55
O  3.64  1.87  2.43
H  4.54  0.52  3.67
O  -4.12  2.55  4.11
H  5.67  -3.81  -0.32
H  -7.69  -0.04  -5.45
H  -0.42  0.23  4.00
H  6.02  2.43  3.92
O  -1.04  1.36  -2.88
O  0.85  1.35  -1.59
C  -3.95  -3.12  0.50
H  -1.06  -2.09  4.45
H  -1.87  3.06  2.66
O  -0.94  -3.72  -1.17
C  -0.43  3.77  5.02
H  -0.44  2.20  2.62
O  2.29  -0.81  2.79
C  -1.99  -2.99  -0.73
H  1.64  0.04  -3.90
O  -5.35  0.73  -3.00
H  0.02  4.61  5.58
H  5.02  -0.90  1.94
H  2.18  -0.29  4.77
H  6.51  -2.34  -0.57
H  0.18  -1.01  -4.24
H  -2.82  0.42  -2.22
H  -3.60  1.39  -0.29
H  -1.53  3.74  5.27
O  -6.44  1.60  -5.12
C  5.79  -2.92  -0.97
C  5.78  2.25  2.90
C  -5.82  1.80  -3.85
H  1.74  0.99  3.80
C  1.67  -0.11  3.91
N  6.89  -4.00  -3.10
C  -5.62  3.55  -2.16
O  0.13  -1.22  2.53
C  -0.21  4.03  3.48

The calculation puts the HOMO-LUMO gap at 0.3747 hartree. As for the molecular weight: 804.8 g mol⁻¹. As for the SMILES: C[C@H]1COC(=O)O1.C[C@H]1COC(=O)O1.C[C@H]1COC(=O)O1.COC(=O)OC.COC(=O)OC.COC(=O)OC.COC(=O)OC.CCCC#N.CCCC#N. The calculation puts the calculated total energy at -2942.20083 a.u. The HOMO energy comes out at -9.9 eV. For the relative energy (zero: lowest compared OMol25 entry of this formula, charge and spin), the calculation gives 2.638 eV. The LUMO energy comes out at 0.268 eV.



Entry 2:
Entry from the OMol25 dataset: a cluster of 8 separate species, C32H56N8 in total at a distorted geometry (ωB97M-V/def2-TZVPD).

CARTESIAN COORDINATES (ANGSTROEM)
H  -4.92  -7.61  2.70
H  1.25  1.10  -1.55
H  6.37  -4.28  -0.58
H  -5.82  -9.83  2.63
C  -2.15  -7.59  2.40
H  5.62  -2.73  1.40
N  3.58  5.39  -4.25
C  2.03  4.75  4.05
C  -4.42  4.29  0.40
H  1.99  4.12  -7.63
H  3.61  5.85  -7.23
C  -5.03  5.53  1.07
H  -3.15  6.64  1.43
H  3.10  4.85  4.25
H  2.74  6.25  -8.71
H  2.01  3.69  2.16
H  0.09  -2.42  4.86
H  -1.14  -0.66  -8.92
C  -0.57  -2.82  5.63
H  -4.39  6.99  2.64
H  1.12  -1.31  -2.36
H  0.59  -2.45  -0.39
C  1.71  -1.01  -1.49
C  5.81  -3.45  2.20
H  -4.89  -10.37  4.02
C  -4.37  -8.35  3.28
H  1.58  3.57  5.92
H  -6.06  -9.13  4.27
C  -2.50  -1.02  5.64
H  5.03  -3.43  2.95
C  6.79  -4.90  0.21
C  2.62  5.22  -4.88
H  -2.60  -9.41  3.19
H  -4.14  -7.83  4.22
N  -1.41  -6.73  2.26
H  -0.39  -3.89  5.66
C  -1.37  0.44  -6.97
N  0.18  -1.87  7.95
C  -3.98  6.22  1.99
H  2.57  -1.68  -1.51
H  2.37  7.09  -7.22
H  -3.42  1.29  -6.53
C  1.54  3.52  4.83
H  1.54  5.65  4.43
C  -1.68  1.29  -9.42
H  -1.27  -0.41  -6.29
H  -2.21  -2.59  4.17
C  0.93  -1.43  -0.21
H  -3.34  -9.21  1.60
H  -0.38  0.87  -6.90
H  -4.09  3.61  1.18
C  1.62  5.06  -7.22
H  1.58  -1.48  0.66
H  -2.77  -0.94  6.69
H  -5.81  5.19  1.74
C  -5.33  -9.49  3.54
H  -5.50  6.27  0.41
C  -2.36  1.40  -6.31
H  0.64  5.21  -7.69
N  -2.39  4.76  -1.24
C  7.08  -3.02  2.85
C  2.63  6.12  -7.63
H  -3.31  -0.74  4.97
H  -2.31  1.29  -5.22
H  -5.10  3.69  -0.21
H  -2.65  -3.24  5.70
C  -0.21  -0.59  0.10
C  -3.28  4.59  -0.50
H  6.90  -5.93  -0.15
H  -1.70  -0.30  5.46
H  -2.74  -0.25  -8.49
H  2.23  5.42  2.03
H  0.62  4.75  2.32
H  -3.55  5.51  2.69
H  2.73  0.62  -0.71
C  2.12  0.44  -1.60
C  2.22  2.28  4.40
C  -2.03  -2.47  5.24
C  -1.72  0.13  -8.45
N  8.01  -2.70  3.38
H  4.85  -5.17  1.24
C  1.68  4.64  2.56
N  -1.64  2.16  -10.18
H  7.76  -4.50  0.51
C  5.86  -4.82  1.45
C  -3.09  -8.69  2.53
H  6.27  -5.53  2.17
H  0.70  5.81  -5.43
H  -2.12  2.44  -6.54
C  1.42  5.05  -5.73
N  -1.07  0.14  0.38
N  2.73  1.30  4.16
H  0.48  3.48  4.59
H  2.69  0.47  -2.53
C  -0.15  -2.29  6.92
H  0.96  4.12  -5.38

The calculation puts the HOMO-LUMO gap at 0.4197 hartree. As for the molecular weight: 552.9 g mol⁻¹. As for the SMILES: CCCC#N.CCCC#N.CCCC#N.CCCC#N.CCCC#N.CCCC#N.CCCC#N.CCCC#N. The calculation puts the calculated total energy at -1690.83273 a.u. The HOMO energy comes out at -11.2 eV. For the relative energy (zero: lowest compared OMol25 entry of this formula, charge and spin), the calculation gives 2.024 eV. The LUMO energy comes out at 0.213 eV.



Entry 3:
Entry from the OMol25 dataset: a structure of composition C32H56N8 at a distorted geometry (ωB97M-V/def2-TZVPD).

CARTESIAN COORDINATES (ANGSTROEM)
H  5.18  22.93  -18.28
C  9.69  27.07  -16.49
H  10.18  26.16  -16.15
H  4.85  32.13  -19.40
H  -0.01  31.98  -16.50
H  4.51  27.85  -18.43
H  10.01  27.22  -17.52
H  8.03  33.66  -16.19
C  3.08  28.26  -16.74
H  4.67  30.13  -17.81
H  0.45  27.42  -12.46
C  -0.47  31.19  -14.41
C  0.75  26.25  -20.08
C  5.68  23.80  -17.86
N  7.31  32.04  -13.28
H  -1.06  27.08  -13.17
H  3.29  30.95  -17.02
H  2.51  28.96  -17.35
C  4.52  28.07  -17.36
N  6.04  27.21  -17.41
H  2.53  27.05  -19.54
H  3.62  34.23  -18.63
H  7.86  26.16  -17.05
N  7.77  29.88  -14.61
H  3.68  29.29  -14.79
H  1.69  26.92  -17.59
H  2.54  33.10  -17.84
H  7.89  28.75  -17.53
H  -0.72  29.69  -12.69
C  3.24  33.21  -18.67
H  1.99  28.97  -14.96
H  7.63  24.76  -17.69
H  2.56  33.22  -19.53
H  10.29  27.85  -16.02
C  1.98  26.64  -14.77
N  2.42  29.50  -19.81
H  2.80  25.28  -19.95
H  0.93  26.29  -21.16
H  5.16  25.21  -19.57
C  5.45  29.10  -17.06
H  -0.09  26.68  -15.33
H  0.37  27.24  -19.87
C  0.10  31.12  -15.84
H  1.73  25.09  -17.74
H  5.30  23.91  -16.84
C  8.27  26.94  -16.39
H  7.45  23.48  -18.93
H  -0.27  32.10  -13.85
H  5.63  32.86  -16.80
C  6.36  31.15  -15.63
C  3.07  30.02  -18.99
H  3.96  25.11  -18.29
N  2.65  30.73  -16.19
C  -0.22  25.17  -19.85
H  4.95  27.19  -16.89
C  5.03  25.10  -18.50
C  3.80  30.76  -17.97
C  5.64  26.31  -17.87
C  0.51  26.47  -14.44
H  -0.29  28.45  -13.86
H  0.33  25.48  -14.03
H  8.15  26.45  -15.42
H  0.93  29.96  -13.27
C  2.96  26.47  -13.69
C  2.15  26.03  -19.49
H  8.65  32.31  -17.12
C  4.30  32.13  -18.46
H  -0.34  30.23  -16.29
H  2.13  27.69  -15.01
H  2.46  26.23  -15.66
H  6.44  28.22  -16.88
C  1.53  30.93  -16.07
H  -0.24  29.06  -14.25
C  -0.07  27.48  -13.41
C  2.97  28.57  -15.21
C  6.50  32.19  -16.82
C  7.50  28.27  -16.63
C  6.88  31.63  -14.32
H  3.14  27.80  -14.46
H  6.31  31.67  -17.76
N  6.24  29.93  -16.78
N  3.78  26.40  -12.95
H  2.47  27.37  -16.88
C  7.80  32.99  -17.01
C  7.27  23.76  -17.90
H  7.78  33.66  -17.87
H  3.21  26.05  -17.53
H  7.62  22.95  -17.26
C  -0.11  29.91  -13.57
H  5.09  32.42  -17.76
H  5.34  30.76  -15.66
N  -0.95  24.29  -19.65
H  6.97  30.25  -15.76
C  7.67  29.18  -15.45
H  -1.55  31.30  -14.41
C  2.21  26.04  -17.97

The calculation puts the HOMO-LUMO gap at 0.2671 hartree. As for the molecular weight: 552.9 g mol⁻¹. The calculation puts the calculated total energy at -1689.12493 a.u. The HOMO energy comes out at -7.2 eV. For the relative energy (zero: lowest compared OMol25 entry of this formula, charge and spin), the calculation gives 48.495 eV. The LUMO energy comes out at 0.037 eV.



Entry 4:
Entry from the OMol25 dataset: a structure of composition C32H57AlBrCsFN3NaO9P3 at a distorted geometry (ωB97M-V/def2-TZVPD).

CARTESIAN COORDINATES (ANGSTROEM)
C  4.02  2.70  -7.89
H  4.14  0.47  -4.46
H  -3.35  -0.87  -1.16
C  -0.23  0.76  -2.94
H  5.16  0.53  -1.40
H  -3.11  1.19  -4.25
H  6.79  0.70  -1.90
H  6.29  2.06  -10.21
O  2.33  0.17  4.08
H  -6.00  -3.81  5.57
P  -2.99  -1.04  3.39
C  -2.44  0.04  7.91
H  -1.47  -0.12  0.07
H  -4.07  2.01  6.09
F  2.61  0.30  -5.80
O  3.97  0.34  2.19
H  -5.91  -1.73  4.19
N  3.32  -1.33  -3.87
H  -4.64  -2.81  5.92
C  -2.20  -1.81  6.17
H  3.08  2.22  -7.63
N  -2.34  0.70  -3.83
C  -1.84  -0.90  2.00
H  -3.59  2.67  3.27
H  -2.41  -3.22  0.58
C  5.17  1.91  -7.29
H  -3.69  -3.18  2.61
C  -3.22  2.67  5.91
H  -2.58  -2.83  6.22
P  2.73  0.99  2.87
C  -2.64  -2.73  -0.37
H  -6.09  -3.21  3.29
H  -3.19  -4.37  4.43
H  2.96  0.47  -1.88
H  -2.06  -0.56  8.74
H  0.27  -1.65  -5.98
C  -2.35  -0.38  0.65
C  -3.22  -1.33  -0.18
H  -2.71  2.81  6.86
H  -4.23  -1.39  0.22
H  -3.11  0.79  8.33
C  4.50  -0.51  -4.23
C  5.67  -0.50  -3.25
H  -1.34  -1.87  1.89
H  -1.33  -2.38  4.29
H  -4.53  0.54  4.38
C  5.51  2.02  -2.93
Br  0.24  4.25  -1.49
N  1.09  -1.64  -5.38
H  -3.34  -3.37  -0.90
O  5.22  1.42  -6.20
H  5.67  2.81  -2.21
H  5.54  -1.38  -2.62
C  4.35  2.69  -9.38
C  0.99  -0.82  -4.34
H  -3.91  -1.42  7.42
H  -1.47  2.83  4.68
O  -1.99  2.05  -1.98
H  -1.59  0.57  7.47
C  -4.22  -2.29  2.95
H  3.93  1.80  -9.84
C  -3.84  0.55  3.53
C  2.14  -0.61  -3.52
H  -3.61  3.63  5.59
H  -1.71  -2.69  -0.95
C  -1.52  -0.17  -4.59
H  6.60  -0.62  -3.78
C  5.88  2.59  -9.36
H  -1.05  -0.73  4.68
C  -0.20  -0.13  -3.97
O  6.18  1.83  -8.17
O  2.46  2.39  -0.60
Cs  -0.04  3.45  1.05
O  1.65  0.72  1.72
H  -3.88  -5.13  5.86
H  -1.26  -1.85  6.72
C  0.91  1.04  -2.16
H  -1.78  1.20  5.25
H  1.93  -1.29  -5.90
C  -5.38  -2.64  3.90
H  3.99  3.55  -9.93
H  -4.62  -5.41  4.28
H  -1.06  -0.22  2.35
Na  6.71  -2.59  -2.52
C  -1.83  -1.50  4.71
Al  2.43  -0.88  1.44
C  -2.26  2.10  4.86
H  3.51  -2.06  -3.19
H  -2.90  0.55  0.80
C  -1.59  1.30  -2.83
C  2.08  0.29  -2.47
H  6.16  2.18  -3.78
C  5.77  0.68  -2.28
O  2.84  2.45  3.18
H  -2.22  1.74  2.72
H  4.87  -0.89  -5.17
H  -4.68  -1.87  2.05
O  -1.90  -0.83  -5.50
H  4.49  2.10  -3.29
C  -3.15  -0.84  6.89
H  -3.70  -0.22  6.18
H  2.79  2.98  -1.30
H  6.36  3.56  -9.28
C  -2.96  1.81  3.53
P  0.88  2.21  -0.82
H  4.04  3.71  -7.47
H  -4.50  0.58  2.65
C  -4.14  -4.65  4.91
C  -5.05  -3.46  5.15

The net charge is +2. The calculation puts the HOMO-LUMO gap at 0.0899 hartree. As for the molecular weight: 1002.5 g mol⁻¹. The calculation puts the calculated total energy at -6217.23580 a.u. The HOMO energy comes out at -11.7 eV. The LUMO energy comes out at -9.290 eV.



Which of these has the lowest HOMO?
C32H57AlBrCsFN3NaO9P3



The lowest calculated total energy belongs to which entry?
C32H57AlBrCsFN3NaO9P3